{
  "formula": "C54H75GeN8O3P3SY",
  "method": "wB97M-V/def2-TZVPD",
  "homo_energy_ha": [-0.4314, -0.4318],
  "homo_lumo_gap_ev": [6.975, 5.118],
  "lumo_ev": [-4.76, -6.63],
  "charge": 2,
  "spin_multiplicity": 2,
  "elements": ["Y", "C", "C", "C", "P", "C", "N", "Ge", "N", "C", "P", "C", "C", "C", "C", "C", "C", "C", "C", "C", "C", "C", "C", "N", "C", "C", "C", "C", "C", "C", "C", "C", "C", "C", "C", "C", "N", "C", "P", "C", "C", "C", "C", "C", "C", "C", "C", "C", "H", "H", "H", "H", "H", "H", "H", "H", "H", "H", "H", "H", "H", "H", "H", "H", "H", "H", "H", "H", "H", "H", "H", "H", "H", "H", "H", "H", "H", "H", "H", "H", "H", "H", "H", "H", "H", "H", "H", "H", "H", "H", "H", "H", "H", "H", "H", "H", "H", "H", "H", "H", "H", "H", "H", "H", "H", "H", "H", "H", "C", "C", "C", "N", "C", "C", "H", "H", "H", "H", "H", "C", "N", "C", "C", "N", "H", "H", "H", "H", "H", "H", "O", "S", "O", "N", "C", "O", "C", "C", "C", "C", "C", "C", "H", "H", "H", "H"],
  "xyz": [[-0.01706, 0.11540, 0.10422], [-2.22388, -3.40794, -4.54110], [-2.04992, -3.29614, -3.02714], [-1.51723, -4.62633, -2.48561], [-1.12458, -1.78007, -2.44626], [-2.35791, -0.51701, -3.00801], [-3.36938, -0.35387, -1.97294], [-2.87976, -0.36060, -0.11888], [-3.26549, -2.12545, 0.48585], [-2.25422, -3.06999, 0.91016], [-0.72115, -2.29117, 1.57134], [0.49596, -3.67943, 1.46911], [1.16624, -3.66098, 0.08928], [-0.04620, -5.08701, 1.74213], [-1.13174, -1.97894, 3.35535], [-1.04616, -3.18161, 4.29148], [-2.52797, -1.34905, 3.46281], [-4.47747, -2.63913, 0.06158], [-4.77912, -3.99409, -0.08661], [-6.02604, -4.38220, -0.57040], [-6.98130, -3.44159, -0.93117], [-6.69006, -2.09157, -0.78551], [-5.46523, -1.71140, -0.27519], [-5.08616, -0.29913, -0.06433], [-5.42267, 0.53774, -1.23202], [-6.55015, 1.32324, -1.33820], [-6.79803, 1.99349, -2.53292], [-5.90892, 1.84764, -3.58711], [-4.75432, 1.07298, -3.46301], [-4.48890, 0.40999, -2.26468], [-5.54481, 0.27032, 1.18013], [-6.64811, -0.18274, 1.85520], [-7.09020, 0.49622, 2.99428], [-6.43226, 1.65230, 3.44128], [-5.30669, 2.09984, 2.80095], [-4.78859, 1.39423, 1.66746], [-3.65902, 1.64508, 1.01275], [-2.82358, 2.76089, 1.40249], [-1.01347, 2.41039, 1.70586], [-0.96430, 1.97444, 3.51669], [-1.85200, 2.73531, 4.49923], [0.48590, 2.00889, 3.99573], [-0.29778, 4.11100, 1.57570], [-1.21454, 5.24888, 2.03528], [0.22009, 4.38524, 0.15832], [0.33034, -1.47210, -3.55632], [1.22989, -2.71220, -3.62677], [0.04880, -0.91676, -4.95459], [-2.98371, -4.16654, -4.74437], [-1.30221, -3.73528, -5.02355], [-2.55222, -2.48814, -5.02114], [-3.03180, -3.11465, -2.57656], [-0.52241, -4.85154, -2.87761], [-2.18196, -5.43664, -2.79737], [-1.47199, -4.65273, -1.39900], [-2.83497, -0.88069, -3.91806], [-1.84738, 0.40979, -3.27506], [-1.91700, -3.70070, 0.08564], [-2.64963, -3.74388, 1.67792], [1.26068, -3.44418, 2.21464], [0.50241, -4.09605, -0.65981], [2.08524, -4.25138, 0.11007], [1.44368, -2.66230, -0.24654], [-0.79340, -5.37857, 0.99956], [-0.47968, -5.20655, 2.73036], [0.78061, -5.79838, 1.65871], [-0.38413, -1.24487, 3.68200], [-1.74374, -3.96795, 3.99533], [-1.32139, -2.86875, 5.30218], [-0.04186, -3.60295, 4.34016], [-3.30254, -2.09958, 3.28292], [-2.69486, -0.54487, 2.74489], [-2.67639, -0.94776, 4.47008], [-4.04282, -4.75001, 0.15948], [-6.24400, -5.43875, -0.68093], [-7.94140, -3.75141, -1.32548], [-7.41356, -1.33902, -1.08388], [-7.24172, 1.41278, -0.50569], [-7.68291, 2.60883, -2.63735], [-6.11041, 2.34752, -4.52797], [-4.06215, 0.99537, -4.29442], [-7.18082, -1.05363, 1.49730], [-7.97112, 0.14030, 3.51576], [-6.81392, 2.19753, 4.29596], [-4.83150, 3.00014, 3.16076], [-3.16544, 3.25901, 2.29638], [-2.84609, 3.50828, 0.60484], [-1.29668, 0.93859, 3.52196], [-1.52340, 3.76578, 4.62808], [-1.77784, 2.25370, 5.47708], [-2.90701, 2.73029, 4.22880], [0.78340, 3.02793, 4.25840], [1.17905, 1.66078, 3.23590], [0.60601, 1.39330, 4.89104], [0.57269, 4.06312, 2.23404], [-1.98924, 5.45731, 1.29222], [-0.61806, 6.15858, 2.13604], [-1.70044, 5.06978, 2.99285], [-0.59988, 4.41664, -0.56633], [0.94250, 3.63417, -0.16738], [0.71223, 5.36104, 0.13367], [0.88907, -0.70357, -3.01804], [0.82624, -3.44877, -4.32325], [1.36668, -3.19785, -2.65707], [2.22155, -2.43198, -3.98248], [-0.40328, -1.66366, -5.60670], [1.00007, -0.61864, -5.40831], [-0.59364, -0.03442, -4.94344], [-1.18257, 3.57663, -3.79964], [-2.11477, 3.26184, -2.82065], [-1.74790, 2.38427, -1.82500], [-0.53334, 1.80515, -1.74156], [0.36253, 2.12501, -2.69074], [0.07330, 2.99816, -3.72734], [-1.43406, 4.25902, -4.60386], [-3.11540, 3.67925, -2.83006], [-2.46918, 2.11046, -1.06856], [1.33726, 1.66938, -2.61756], [0.83609, 3.21050, -4.46653], [3.99509, 2.24729, 3.25294], [3.35541, 0.93749, 3.06192], [3.50785, 0.05134, 4.23274], [2.75341, 0.73849, 1.91866], [2.18100, -0.61316, 1.73658], [3.45604, 2.81967, 4.00958], [3.98783, 2.77381, 2.30626], [5.02306, 2.10329, 3.58957], [3.48731, 0.66694, 5.13020], [4.45961, -0.47320, 4.18472], [2.70818, -0.67594, 4.31547], [4.32271, -2.15075, -2.38820], [4.59816, -0.62240, -2.86499], [5.61166, -0.64884, -1.60116], [3.32648, 0.17103, -2.41571], [2.88909, -0.13290, -1.13633], [1.78245, 0.43512, -0.76539], [3.56302, -1.04087, -0.32054], [3.20291, -1.39092, 1.01708], [3.84149, -2.38932, 1.66451], [4.92969, -3.07034, 1.00565], [5.37898, -2.74240, -0.21932], [4.71214, -1.70775, -0.97989], [2.04010, -1.10470, 2.61072], [3.57616, -2.65651, 2.68042], [5.43364, -3.86556, 1.54604], [6.22435, -3.23695, -0.68704]],
  "atomic_forces_ev_per_a": [[0.173, 0.133, 0.633], [-0.047, -0.066, -0.050], [0.167, -0.106, 0.274], [0.004, -0.011, -0.097], [0.026, 0.345, -0.198], [-0.209, -0.110, 0.235], [-0.106, 0.194, -0.237], [-0.195, -0.627, -0.204], [-0.024, -0.031, 0.066], [-0.089, 0.185, 0.055], [-0.463, -0.166, -0.006], [0.025, -0.042, -0.119], [-0.065, -0.113, 0.003], [0.097, -0.042, -0.017], [-0.027, -0.006, 0.029], [0.022, 0.001, 0.070], [0.000, -0.026, 0.099], [0.047, -0.107, 0.021], [-0.133, -0.098, -0.058], [0.067, 0.013, 0.023], [0.017, -0.084, 0.005], [-0.043, 0.124, -0.042], [0.042, 0.356, 0.003], [-0.209, 0.134, 0.018], [0.078, -0.249, 0.275], [-0.037, -0.048, 0.124], [0.030, 0.007, -0.026], [0.118, -0.070, -0.036], [-0.073, 0.102, -0.066], [0.162, -0.029, -0.109], [0.052, 0.027, -0.194], [-0.042, -0.015, 0.172], [0.004, 0.048, 0.029], [-0.086, -0.152, -0.036], [-0.010, -0.111, -0.107], [0.054, 0.030, 0.041], [-0.020, 0.303, 0.153], [0.051, -0.156, -0.220], [-0.376, -0.004, 0.297], [-0.037, 0.157, -0.004], [-0.033, -0.024, 0.017], [-0.041, 0.101, 0.112], [0.078, 0.003, -0.174], [0.055, 0.076, -0.028], [0.000, 0.045, 0.018], [0.000, -0.092, -0.100], [-0.010, 0.004, 0.017], [0.089, -0.038, -0.053], [0.039, 0.025, -0.020], [-0.007, 0.015, 0.024], [0.000, -0.002, 0.002], [-0.093, -0.003, 0.041], [-0.061, 0.017, 0.037], [0.038, 0.058, -0.006], [0.042, -0.024, -0.052], [-0.039, -0.015, -0.078], [0.021, 0.042, -0.001], [-0.011, -0.045, -0.058], [-0.043, -0.036, 0.042], [0.013, 0.053, 0.065], [0.009, 0.028, 0.016], [-0.058, -0.009, -0.008], [0.026, 0.044, -0.017], [0.059, 0.028, 0.042], [-0.016, 0.016, 0.008], [-0.073, 0.037, -0.006], [-0.009, 0.063, 0.023], [0.025, 0.042, 0.021], [0.017, -0.021, -0.043], [-0.024, -0.033, -0.024], [0.069, 0.063, 0.018], [0.015, 0.062, 0.008], [0.008, -0.049, -0.062], [-0.053, 0.041, -0.020], [0.020, 0.079, 0.015], [0.089, 0.023, 0.026], [0.069, -0.043, 0.045], [0.059, -0.036, -0.059], [0.064, -0.054, 0.005], [0.034, -0.029, 0.059], [-0.083, 0.013, 0.061], [-0.005, 0.043, 0.030], [0.071, 0.035, -0.039], [-0.004, -0.063, -0.046], [0.027, -0.029, -0.046], [-0.143, 0.211, 0.157], [0.002, -0.024, -0.104], [-0.035, -0.234, -0.024], [-0.011, 0.010, -0.015], [0.007, 0.020, -0.010], [0.027, -0.016, 0.017], [-0.045, -0.051, 0.003], [-0.097, 0.003, 0.003], [-0.013, 0.032, -0.014], [0.032, 0.000, 0.076], [0.054, -0.021, 0.055], [-0.056, -0.032, -0.021], [0.032, -0.017, -0.020], [0.078, 0.012, 0.064], [-0.026, 0.023, 0.034], [-0.033, -0.066, 0.015], [0.049, 0.094, 0.083], [-0.017, 0.000, 0.034], [0.011, 0.079, -0.044], [-0.040, -0.006, -0.033], [0.004, 0.031, 0.020], [-0.085, -0.034, 0.026], [0.037, -0.037, 0.005], [0.005, 0.057, -0.076], [-0.053, 0.113, -0.065], [0.172, -0.127, 0.092], [-0.333, 0.064, -0.003], [-0.158, 0.016, 0.042], [0.037, 0.024, -0.060], [0.029, -0.047, 0.055], [0.092, -0.052, 0.004], [-0.014, -0.017, 0.024], [0.100, -0.087, 0.058], [-0.057, -0.008, 0.056], [-0.009, -0.102, 0.054], [0.002, -0.116, -0.066], [0.060, 0.121, -0.153], [-0.013, -0.329, -0.079], [0.304, 0.376, -0.276], [-0.007, -0.019, 0.025], [-0.020, 0.009, -0.043], [-0.049, -0.018, -0.027], [0.006, 0.007, -0.012], [0.055, -0.011, -0.019], [-0.120, -0.064, -0.046], [-0.039, 0.058, 0.009], [0.231, -0.265, 0.134], [-0.046, 0.049, -0.008], [-0.305, 0.073, 0.468], [-0.185, 0.324, -0.292], [1.345, -0.242, -1.186], [0.151, -0.113, -0.018], [-0.252, 0.516, -0.102], [0.240, -0.265, 0.088], [-0.098, -0.018, 0.243], [0.159, -0.017, -0.254], [-0.218, 0.090, 0.160], [0.028, -0.169, 0.289], [0.084, 0.013, -0.003], [-0.047, 0.061, -0.026], [-0.127, 0.035, 0.098]],
  "mulliken_spin": [0.00, 0.00, 0.00, 0.00, -0.01, -0.01, 0.00, -0.02, 0.01, 0.00, 0.01, 0.00, 0.00, 0.00, 0.00, 0.00, -0.01, 0.00, 0.00, 0.00, 0.00, 0.00, 0.00, 0.00, 0.05, 0.00, 0.00, 0.00, 0.00, 0.01, 0.20, -0.12, 0.24, -0.06, 0.21, 0.05, 0.45, -0.09, 0.03, 0.01, 0.00, 0.00, 0.01, 0.00, 0.00, 0.00, 0.00, 0.00, 0.00, 0.00, 0.00, 0.00, 0.00, 0.00, 0.00, 0.00, 0.00, 0.00, 0.00, 0.00, 0.00, 0.00, 0.00, 0.00, 0.00, 0.00, 0.00, 0.00, 0.00, 0.00, 0.00, 0.01, 0.00, 0.00, 0.00, 0.00, 0.00, 0.00, 0.00, 0.00, 0.00, 0.00, 0.00, 0.00, 0.01, 0.02, 0.02, 0.00, 0.00, 0.00, 0.00, 0.00, 0.00, 0.00, 0.00, 0.00, 0.00, 0.00, 0.00, 0.00, 0.00, 0.00, 0.00, 0.00, 0.00, 0.00, 0.00, 0.00, 0.00, 0.00, 0.01, -0.01, 0.00, 0.00, 0.00, 0.00, 0.00, 0.00, 0.00, 0.00, 0.00, 0.00, 0.00, 0.00, 0.00, 0.00, 0.00, 0.00, 0.00, 0.00, 0.00, 0.00, 0.00, 0.00, 0.00, 0.00, 0.00, 0.00, 0.00, 0.00, 0.00, 0.00, 0.00, 0.00, 0.00, 0.00]
}